A cluster of 2 separate species, CHF3N2O in total, computed with ωB97M-V/def2-TZVPD.

Cartesian coordinates (Å):
1 F 0.873 -0.601 1.248
2 N 0.951 0.650 0.546
3 N 1.896 1.004 -0.020
4 F 2.906 0.165 -0.483
5 O -0.742 -0.356 -1.148
6 C -1.598 -0.265 -0.347
7 F -2.266 -1.344 0.153
8 H -2.020 0.746 0.051

Summary:
multiplicity = 1
energy above the lowest of the compared OMol25 structures with the same formula, charge and spin = 3.160 eV
electronic energy = -522.870745 a.u.
SMILES = F/N=N\F.O=CF
strongest force on any atom = 4.4 eV/A
HOMO level = -12.12 eV

Results of the Mulliken charge analysis, in e, for atoms 1 through 2: -0.17, 0.23

=====

A structure of composition CHF3NO4PdS2, computed with ωB97M-V/def2-TZVPD.

Cartesian coordinates (Å):
1 N 0.372 0.097 1.295
2 S -0.836 -0.633 1.860
3 O -1.126 -0.444 3.242
4 O -1.829 -1.210 0.967
5 S 0.914 -0.051 -0.280
6 O -0.064 -0.744 -1.137
7 O 2.277 -0.502 -0.259
8 C 0.839 1.754 -0.828
9 F -0.406 2.151 -0.785
10 F 1.591 2.460 -0.027
11 F 1.298 1.781 -2.054
12 H -1.610 -3.060 -1.079
13 Pd -1.420 -1.598 -0.917

Summary:
multiplicity = 3
total charge = +1
electronic energy = -1617.652030 a.u.
strongest force on any atom = 16.5 eV/A
HOMO level (spin up / spin down) = -13.53 / -15.90 eV

Results of the Mulliken charge analysis, in e, for atoms 1 through 2: -0.24, 1.06

=====

A cluster of 2 separate species, CHF3O in total, computed with ωB97M-V/def2-TZVPD.

Cartesian coordinates (Å):
1 O 1.279 0.482 0.422
2 C 0.953 -0.580 0.227
3 F 0.286 -1.389 1.072
4 F 1.202 -1.331 -0.811
5 F -1.660 1.729 -0.126
6 H -2.061 1.089 -0.783

Summary:
multiplicity = 1
energy above the lowest of the compared OMol25 structures with the same formula, charge and spin = 0.545 eV
electronic energy = -413.540833 a.u.
SMILES = O=C(F)F.F
strongest force on any atom = 4.9 eV/A
HOMO level = -13.14 eV

Results of the Mulliken charge analysis, in e, for atoms 1 through 2: -0.26, 0.60

=====

A cluster of 2 separate species, CHF3O2S in total, computed with ωB97M-V/def2-TZVPD.

Cartesian coordinates (Å):
1 O 1.158 0.084 1.908
2 C 1.476 -0.576 0.832
3 F 0.477 -0.548 -0.107
4 F 1.887 -1.824 1.138
5 F 2.624 -0.105 0.257
6 H 1.014 0.982 1.745
7 O -0.771 2.346 0.249
8 S -1.538 2.786 -0.939

Summary:
multiplicity = 1
energy above the lowest of the compared OMol25 structures with the same formula, charge and spin = 1.160 eV
electronic energy = -886.921780 a.u.
SMILES = OC(F)(F)F.O=S
strongest force on any atom = 2.7 eV/A
HOMO level (spin up / spin down) = -9.74 / -9.74 eV

Results of the Mulliken charge analysis, in e, for atoms 1 through 2: -0.43, 0.81